81
Properties=species:S:1:pos:R:3 method="wB97M-V/def2-TZVPD" lumo_ev=-6.0870 max_force_ha_per_bohr=0.060 total_energy_ev=-69704.91834 total_charge=+2 e_homo_ev=-13.270
Sc 0.2057 0.2212 0.2966
C -2.7663 3.1225 4.1093
N -2.1894 2.8210 2.7908
C -2.5877 3.3905 1.5990
C -1.8987 2.7744 0.6154
N -1.0174 1.8649 1.1628
C -1.1916 1.8805 2.4942
P -0.2869 0.8092 3.6661
C 1.4846 0.8098 3.1136
N 1.7912 0.6383 1.8162
C 3.2261 0.5984 1.7883
C 3.6884 0.7422 3.0408
N 2.5841 0.9962 3.8816
C 2.6471 1.2319 5.3469
C -0.6362 -0.8635 3.0385
N -0.6162 -1.2230 1.7460
C -1.1728 -2.5549 1.7351
C -1.4193 -2.9408 3.0107
N -1.1478 -1.8997 3.8499
C -1.4750 -1.8969 5.3024
H -3.4551 2.3061 4.3970
H -1.9036 3.3117 4.7976
H -3.3504 4.0089 3.9674
H -3.3243 4.2031 1.5131
H -1.9536 2.9304 -0.4461
H 3.7148 0.4906 0.8364
H 4.6237 0.8612 3.5042
H 2.3660 0.3279 5.9711
H 3.6118 1.6935 5.6307
H 1.8825 1.9863 5.5127
H -1.4287 -3.1142 0.8630
H -1.7523 -3.8898 3.4733
H -2.2673 -1.1422 5.5151
H -1.8714 -2.9119 5.4712
H -0.5695 -1.7291 5.8541
C 1.3812 -0.4298 -1.6129
C 0.2984 -1.2923 -2.0779
C -0.7742 -0.3922 -2.4767
C -0.3246 0.9487 -2.2123
C 1.0311 0.9072 -1.7740
C 2.0603 2.0594 -1.7890
C 1.8503 3.0835 -0.6392
C 3.4348 1.4502 -1.7783
C 1.9282 2.6627 -3.1883
C -2.2004 -0.5815 -2.9900
C -2.7551 0.8611 -3.2174
C -2.0660 -1.3575 -4.3595
C -3.2945 -1.3251 -2.1771
C 0.5605 -2.8100 -2.2175
C 0.9473 -3.0116 -3.7256
C -0.6254 -3.7332 -1.9192
C 1.7390 -3.2437 -1.3360
H 2.4350 -0.7385 -1.5719
H -0.8871 1.8187 -2.4521
H 1.8943 2.6128 0.3301
H 0.9364 3.7246 -0.8241
H 2.6403 3.8507 -0.6467
H 3.6453 0.6216 -1.0307
H 4.2075 2.1195 -1.4649
H 3.7262 1.0628 -2.7819
H 1.0043 3.1947 -3.2597
H 1.8796 1.8131 -3.8220
H 2.7140 3.3085 -3.4414
H -2.2188 1.3660 -4.0093
H -2.7997 1.5239 -2.3059
H -3.7802 0.7841 -3.5631
H -1.1123 -1.0746 -4.8404
H -2.8439 -1.1549 -5.0857
H -2.0344 -2.4516 -4.2626
H -3.6936 -0.7599 -1.3327
H -2.9219 -2.3095 -1.7020
H -4.1099 -1.6138 -2.8421
H 0.1862 -2.4956 -4.3394
H 1.0910 -4.1173 -3.9437
H 1.9859 -2.6033 -3.8977
H -1.4852 -3.5783 -2.6003
H -1.0099 -3.5860 -0.8351
H -0.2606 -4.7899 -1.9987
H 2.6863 -2.6820 -1.4847
H 1.9535 -4.2644 -1.4959
H 1.4360 -3.2322 -0.2694

12
Properties=species:S:1:pos:R:3 method="wB97M-V/def2-TZVPD" lumo_ev=0.4497 max_force_ha_per_bohr=0.008 total_energy_ev=-9809.47915 total_charge=0 e_homo_ev=-8.221 smiles="COC1=C=CON1"
C -0.4693 -1.8394 -0.7080
O -0.3604 -0.5302 -1.2528
C -0.0652 0.4691 -0.4279
N 0.3667 0.1725 0.8414
O 0.6311 1.3598 1.4594
C 0.2307 2.2974 0.5165
C -0.2107 1.8390 -0.6869
H 0.4947 -2.2109 -0.3365
H -1.2047 -1.8532 0.1044
H -0.8007 -2.4788 -1.5258
H 0.3185 3.2933 0.9400
H 1.0693 -0.5186 1.0762

17
Properties=species:S:1:pos:R:3 method="wB97M-V/def2-TZVPD" lumo_ev="-10.9934 / -14.6405" max_force_ha_per_bohr=0.050 multiplicity=2 total_energy_ev=-8862.61938 total_charge=+2 e_homo_ev="-21.007 / -20.998"
O -1.3735 -1.4585 2.0431
C -0.3168 -0.8588 1.9686
C 0.2645 -0.6589 0.6225
N -0.7429 -0.8489 -0.5330
C -0.5527 0.3475 -1.4699
C 0.6979 1.0524 -0.9665
C 0.8265 0.8180 0.5375
H 0.2786 -0.6072 2.8504
H 1.0982 -1.3711 0.5456
H -0.7714 -1.8370 -0.8075
H -1.6628 -0.6907 -0.1027
H -0.4492 0.0053 -2.5091
H -1.4027 1.0224 -1.3402
H 0.7014 2.1132 -1.2477
H 1.4688 0.5994 -1.5946
H 0.1297 1.5295 1.0118
H 1.8064 0.8432 0.9918

150
Properties=species:S:1:pos:R:3 method="wB97M-V/def2-TZVPD" lumo_ev=0.3787 max_force_ha_per_bohr=0.110 total_energy_ev=-94051.84151 total_charge=0 e_homo_ev=-9.046
C 23.2783 -7.9480 -11.8503
O 24.3784 -7.1220 -11.9522
C 25.4898 -7.2374 -11.2007
O 25.8247 -8.1578 -10.4559
O 26.2252 -6.2751 -11.5858
C 27.6149 -6.2413 -11.1553
H 23.4192 -8.9736 -11.5090
H 22.8626 -7.9167 -12.8574
H 22.5012 -7.4658 -11.2572
H 28.1448 -5.2936 -11.2505
H 28.1818 -7.0999 -11.5152
H 27.6151 -6.3485 -10.0706
C 18.2735 -9.0813 -23.3181
O 18.1932 -9.6278 -22.0267
C 19.3068 -9.6643 -21.1985
O 20.4753 -9.2131 -21.4755
O 18.8455 -10.0959 -19.9796
C 19.8349 -10.3555 -18.8801
H 18.2464 -7.9921 -23.2866
H 17.3146 -9.4408 -23.6916
H 19.1413 -9.4645 -23.8548
H 19.9289 -9.4160 -18.3356
H 20.7830 -10.6930 -19.2990
H 19.4693 -11.1013 -18.1742
C 23.3167 -8.9194 -8.3671
O 23.4370 -10.2995 -8.0127
C 23.5555 -11.1870 -8.9959
O 23.8142 -10.9670 -10.1788
O 23.5373 -12.3989 -8.4307
C 23.7879 -13.6352 -9.1188
H 24.3144 -8.6529 -8.7159
H 22.9120 -8.3886 -7.5054
H 22.6639 -8.7800 -9.2288
H 23.3737 -13.5256 -10.1211
H 23.4240 -14.5044 -8.5709
H 24.8735 -13.7172 -9.1710
C 15.9296 -14.0108 -17.8880
O 16.2924 -13.1198 -16.7943
C 17.5600 -13.2789 -16.3164
O 18.4812 -13.9137 -16.7232
O 17.6499 -12.3911 -15.2487
C 18.8394 -11.9405 -14.6977
H 16.1053 -15.0866 -17.8914
H 16.1662 -13.5289 -18.8367
H 14.8400 -13.9966 -17.9164
H 19.5095 -12.7847 -14.5353
H 18.7399 -11.3677 -13.7757
H 19.4629 -11.3056 -15.3272
C 22.2152 -11.0025 -13.3257
O 21.7744 -10.0911 -14.3900
C 22.6422 -9.6639 -15.3096
O 23.8896 -9.9371 -15.3917
O 21.9339 -8.9602 -16.1580
C 22.5497 -8.4314 -17.3170
H 21.6231 -10.8377 -12.4256
H 23.2831 -10.9522 -13.1130
H 22.0804 -12.0387 -13.6359
H 22.0195 -7.5099 -17.5572
H 22.5231 -9.1007 -18.1769
H 23.6061 -8.2801 -17.0954
C 19.1658 -7.6320 -15.3617
C 18.4894 -6.6148 -16.2632
O 17.2890 -6.3349 -16.1881
C 19.3807 -6.0059 -17.3520
H 20.1108 -7.1957 -15.0380
H 19.3403 -8.5937 -15.8441
H 18.5458 -7.6912 -14.4671
H 18.8700 -5.1285 -17.7487
H 19.4016 -6.7111 -18.1828
H 20.3856 -5.8251 -16.9704
C 27.2154 -8.7884 -14.7005
C 27.3164 -7.4602 -15.3795
O 27.8443 -6.4168 -14.8746
C 26.7925 -7.2841 -16.7943
H 27.6936 -9.6205 -15.2173
H 26.1726 -9.1055 -14.7040
H 27.6206 -8.7576 -13.6891
H 25.7281 -7.1066 -16.9479
H 27.0568 -8.1924 -17.3359
H 27.3272 -6.5136 -17.3498
C 26.3304 -10.7023 -17.9108
C 26.5443 -10.2875 -19.3175
O 25.5513 -10.1304 -20.0575
C 27.9578 -10.3316 -19.8120
H 25.5686 -10.1374 -17.3735
H 27.2279 -10.6841 -17.2926
H 25.9941 -11.7369 -17.9777
H 28.4022 -11.3226 -19.7198
H 28.5224 -9.5449 -19.3117
H 27.9386 -10.0196 -20.8563
C 21.2790 -2.9569 -17.6875
C 22.4157 -3.9469 -18.0493
O 22.2505 -5.1564 -18.1186
C 23.8609 -3.4199 -18.2448
H 21.3753 -2.5912 -16.6652
H 20.2659 -3.3450 -17.7934
H 21.3090 -2.0630 -18.3105
H 24.1913 -2.7371 -17.4620
H 23.8117 -2.9029 -19.2031
H 24.5600 -4.2429 -18.3929
C 25.2369 -6.8665 -21.6830
C 23.7443 -7.1012 -21.7270
O 23.0601 -6.6036 -22.5959
C 23.1657 -7.7708 -20.4922
H 25.7258 -7.6464 -21.0991
H 25.2886 -5.8525 -21.2864
H 25.6960 -6.9980 -22.6628
H 23.7919 -7.6059 -19.6154
H 23.0492 -8.8371 -20.6859
H 22.1798 -7.3145 -20.4030
C 16.9570 -9.9220 -10.5360
C 17.7594 -9.1586 -11.5867
O 17.2862 -8.4374 -12.4346
C 19.2565 -9.2934 -11.4375
H 17.4897 -10.7780 -10.1219
H 15.9863 -10.3314 -10.8156
H 16.6909 -9.2396 -9.7288
H 19.7232 -8.4003 -11.0220
H 19.6441 -9.4953 -12.4361
H 19.5394 -10.0755 -10.7329
C 23.0730 -12.0615 -19.4004
C 23.9882 -13.2384 -19.1809
O 24.4097 -13.4710 -18.0531
C 24.3632 -14.1955 -20.3109
H 22.0894 -12.4756 -19.6219
H 23.3600 -11.3716 -20.1940
H 22.9613 -11.4365 -18.5144
H 23.5630 -14.8967 -20.5476
H 25.3324 -14.6756 -20.1758
H 24.4321 -13.5380 -21.1775
C 26.1792 -12.3549 -12.8276
C 25.3301 -13.4943 -13.1722
O 25.1510 -14.4326 -12.4490
C 24.8403 -13.5689 -14.5968
H 25.6263 -11.6544 -12.2018
H 26.8133 -12.0181 -13.6477
H 26.9015 -12.7460 -12.1111
H 23.9149 -12.9931 -14.5890
H 24.4773 -14.5383 -14.9382
H 25.5387 -13.0769 -15.2739
C 20.0267 -13.7006 -8.8189
C 19.8531 -13.7407 -10.3251
O 18.8784 -13.1638 -10.8659
C 20.9982 -14.4041 -11.1343
H 20.5480 -12.7977 -8.5009
H 20.5531 -14.5372 -8.3593
H 19.0033 -13.6776 -8.4445
H 21.7982 -13.6709 -11.2370
H 20.4739 -14.7634 -12.0197
H 21.4496 -15.2356 -10.5929

19
Properties=species:S:1:pos:R:3 method="wB97M-V/def2-TZVPD" lumo_ev=0.7517 max_force_ha_per_bohr=0.029 total_energy_ev=-27049.80577 total_charge=0 e_homo_ev=-7.873 smiles=CCCSSCC
C -0.4115 1.9846 -1.9065
C -0.2083 3.2389 -1.0211
C 0.4067 0.7955 -1.4604
S -0.1160 0.3793 0.2403
S 0.8997 -1.4575 0.3975
C -0.2919 -2.2488 1.5555
C 0.4140 -3.3295 2.3594
H -0.2131 2.2813 -2.9417
H -1.4772 1.7649 -1.9181
H -0.4039 4.1202 -1.6113
H 0.8061 3.3493 -0.6569
H -1.0639 3.2982 -0.3491
H 0.1072 -0.0877 -2.0246
H 1.4711 0.9974 -1.4923
H -0.6471 -1.4600 2.2148
H -1.0733 -2.6780 0.9345
H 1.4565 -3.1184 2.6017
H 0.4615 -4.2657 1.7940
H -0.1167 -3.5641 3.2845

59
Properties=species:S:1:pos:R:3 method="wB97M-V/def2-TZVPD" lumo_ev=-4.1099 max_force_ha_per_bohr=0.039 total_energy_ev=-36952.29970 total_charge=+1 e_homo_ev=-11.019
N -0.3961 -1.3421 -1.0668
C -1.7517 -1.9391 -1.0581
C -1.6194 -3.4293 -0.6816
C -2.7177 -4.4023 -1.1325
F -3.4445 -4.9729 -0.0383
C -2.3640 -1.6610 -2.3840
N -3.5659 -1.2060 -2.2713
C -4.0310 -1.2997 -0.8467
N -5.1301 -0.4603 -0.4843
C -6.2913 -0.8917 -0.4967
O -7.3835 -1.2132 -0.4309
C -2.6977 -1.1160 -0.1552
H -0.0161 -1.2233 -1.9981
H -0.3530 -0.4485 -0.5888
H -1.5661 -3.4525 0.4078
H -0.6638 -3.7718 -1.0798
H -2.2667 -5.2355 -1.6745
H -3.4700 -3.9487 -1.7867
H -1.8608 -1.7359 -3.3419
H -4.1310 -0.8395 -3.0296
H -4.3110 -2.3496 -0.7239
H -2.7229 -1.3744 0.8991
H -2.4066 -0.0651 -0.2517
C 1.9887 1.3778 0.6830
O 1.2515 0.4114 0.5406
N 2.8576 1.8085 -0.2372
C 3.7240 2.9558 -0.0266
C 2.9462 1.1026 -1.5039
H 1.9998 1.9754 1.6078
H 3.5368 3.7160 -0.7828
H 4.7694 2.6565 -0.1022
H 3.5443 3.3752 0.9617
H 1.9853 1.1241 -2.0211
H 3.2214 0.0598 -1.3441
H 3.6954 1.5888 -2.1227
C -2.3999 -3.5598 3.6999
O -2.0866 -2.6508 2.9431
N -3.6186 -4.1079 3.7263
C -3.9599 -5.2133 4.6010
C -4.6224 -3.5583 2.8219
H -1.6904 -4.0090 4.4085
H -4.2726 -6.0811 4.0198
H -4.7683 -4.9354 5.2777
H -3.0888 -5.4850 5.1924
H -4.2626 -3.6390 1.7961
H -4.7996 -2.5041 3.0450
H -5.5500 -4.1122 2.9289
C 5.8628 5.5730 -2.5467
O 5.2002 4.5496 -2.5090
N 6.2064 6.2808 -1.4577
C 6.9865 7.5004 -1.5295
C 5.7623 5.7784 -0.1689
H 6.2334 6.0071 -3.4887
H 7.9198 7.3976 -0.9739
H 6.4282 8.3429 -1.1186
H 7.2235 7.7150 -2.5689
H 6.1625 4.7779 -0.0037
H 4.6742 5.7179 -0.1551
H 6.1000 6.4418 0.6221

15
Properties=species:S:1:pos:R:3 method="wB97M-V/def2-TZVPD" lumo_ev=1.2235 max_force_ha_per_bohr=0.071 total_energy_ev=-7725.77912 total_charge=0 e_homo_ev=-7.952 smiles="C[C@H](N)/N=C/N"
C -0.5869 -0.0930 0.6724
C -1.4017 1.1230 1.0886
N 0.8774 0.1087 0.8354
N 1.1914 -0.6966 -2.1620
C 0.4945 -0.8999 -1.0176
N -0.6214 -0.3271 -0.7585
H -0.8632 -0.9835 1.2592
H 1.1556 1.0116 0.4545
H 1.1530 -0.0462 1.8148
H 1.7820 -1.4417 -2.4932
H 0.7061 -0.1630 -2.8703
H 0.9128 -1.8540 -0.3886
H -1.1733 1.3838 2.1219
H -2.4657 0.9149 1.0045
H -1.1608 1.9629 0.4390

6
Properties=species:S:1:pos:R:3 method="wB97M-V/def2-TZVPD" lumo_ev="-1.4013 / -0.7514" max_force_ha_per_bohr=0.061 total_energy_ev=-6091.34624 total_charge=0 e_homo_ev="-10.089 / -10.193"
C -0.7696 -0.0511 0.0166
N 0.3951 -0.6239 -0.3572
N 0.3257 0.7814 -0.0370
O -1.9296 -0.1044 0.1936
H 1.3905 -1.4455 0.9397
H 0.5880 1.4434 -0.7557